{
  "formula": "C33H40N4P2RuSe",
  "method": "ωB97M-V/def2-TZVPD",
  "total_energy_ha": -4678.6802,
  "e_lumo_ha": [-0.249, -0.328],
  "spin_multiplicity": 5,
  "de_lowest_kcal_mol": 21.5,
  "fmax_ev_per_a": 4.1,
  "charge": 2,
  "homo_energy_ev": [-13.38, -13.38],
  "species": ["H", "H", "C", "H", "H", "H", "C", "H", "H", "H", "C", "H", "H", "H", "C", "H", "H", "C", "C", "C", "H", "H", "H", "C", "H", "C", "C", "H", "H", "H", "N", "H", "N", "C", "C", "C", "C", "H", "C", "H", "C", "C", "H", "H", "H", "H", "H", "C", "H", "P", "C", "H", "C", "H", "C", "C", "C", "H", "H", "H", "C", "C", "C", "C", "N", "C", "C", "H", "C", "P", "C", "C", "H", "H", "H", "H", "H", "Ru", "Se", "C", "N"],
  "positions_angstrom": [[1.2130, 2.1902, -2.2139], [0.2690, -2.2785, 6.7211], [-0.4534, 1.0748, 6.9747], [0.9168, -0.9994, -2.2254], [-4.3714, -1.7409, -0.6083], [2.1623, 0.0447, -3.0387], [-0.8021, 0.2673, 4.7015], [-1.0577, 2.1638, 0.0297], [1.2276, 0.1532, 2.9341], [1.4899, 2.2560, 0.1903], [-2.8999, 2.8243, -1.0715], [-1.3157, 3.1898, -5.3751], [-2.7682, 3.8985, -1.0994], [5.0435, -2.4746, 3.0832], [-2.6182, -2.3129, 2.0995], [-1.7113, -2.1451, 2.6643], [1.2776, 2.9089, -4.9684], [-4.0368, -2.0807, 0.3575], [1.0859, 1.1261, 2.4426], [1.3007, 0.5221, -3.5193], [-0.8666, -1.6717, -4.0605], [0.3222, -0.3917, 8.3738], [3.5997, 3.8310, -0.4210], [-0.8592, 1.3029, 5.6591], [-1.2590, -0.8327, -5.5315], [3.5424, 2.7669, -0.6059], [-1.7509, 1.5865, -4.0450], [5.4610, 2.2282, -1.5935], [-0.4969, -1.8488, 4.3816], [-1.1380, -1.8453, -2.1098], [-2.4308, 0.6209, -0.7455], [-2.5359, 2.2129, -3.6210], [-2.7659, -1.7222, 0.8374], [0.8697, -1.5973, -1.3113], [-0.8018, -0.6812, -4.5315], [-1.6897, 0.2599, -3.7725], [-4.6882, -2.8409, 1.3256], [3.5584, -0.2940, 2.3226], [4.5305, 1.9043, -1.1577], [0.7854, 0.3410, -5.6077], [-3.6414, 0.6985, -1.4126], [3.5357, -1.3134, 1.9592], [-2.4530, -0.2248, -3.1652], [-1.2726, 2.2613, 5.3479], [-0.7791, -2.9602, -0.7396], [4.1756, -4.5513, 1.5887], [0.2841, 3.7369, -3.7758], [0.4683, 2.7490, -4.2287], [1.4676, -2.4925, -1.4997], [-1.4851, -0.8245, 0.0338], [4.0677, 0.5911, -1.0387], [2.2283, -3.5540, -0.0637], [-0.4169, -1.0282, 5.0973], [4.5412, -0.3533, -1.2562], [2.8277, -3.0532, 0.6903], [-0.6434, -1.9337, -1.1294], [-0.8023, 2.3029, -4.9733], [2.0617, 1.4534, 2.0694], [-4.1548, -0.1812, -1.7542], [-0.5682, 1.6915, -5.8553], [0.9999, 1.7866, -3.2020], [2.4580, 1.9746, -0.2592], [0.6884, -0.2412, -4.6767], [-1.9753, 1.9119, -0.5535], [2.6493, -1.6798, 0.9315], [-3.9505, 2.0428, -1.6222], [-0.0198, -1.2612, 6.4235], [-0.4952, 1.8909, 7.7012], [3.8289, -3.5283, 1.5251], [1.6263, -0.6178, 0.0021], [-0.0149, -0.2071, 7.3520], [4.2798, -2.4280, 2.3229], [0.7989, 1.8976, 3.1756], [1.2760, -1.1548, -4.8683], [-5.6887, -3.2271, 1.2638], [-3.9680, -3.5388, 3.3405], [-4.7979, 2.3711, -2.1994], [-0.0304, 0.7390, 0.7318], [-1.4507, 0.7071, 2.9117], [-3.7846, -2.9949, 2.4258], [2.7910, 0.6270, -0.4852]],
  "forces_ev_per_a": [[0.6971, 0.0348, -0.4957], [-0.1393, 0.5813, -0.1111], [0.0807, -0.4034, -0.2342], [0.2645, 0.1319, 0.3787], [-0.0348, -0.1595, 0.1692], [-0.6741, 0.0376, 0.3889], [0.0373, -0.3114, 0.3386], [-0.6183, 0.6744, -0.5468], [-0.1414, 0.2895, 0.0832], [0.8339, 0.0891, -0.3518], [0.9261, -1.0065, 0.3800], [0.2118, -0.2134, 0.1460], [-0.1397, -0.1918, 0.0918], [-0.0423, 0.1544, -0.0407], [-0.6531, -0.1890, 0.4571], [-0.1022, -0.2411, -0.1055], [-0.3102, -0.0420, 0.3302], [-0.3457, -0.4300, 0.7326], [1.9335, 0.7665, 0.7965], [0.2819, -0.0929, -0.2980], [0.2097, 0.0624, -0.1119], [-0.1771, 0.0685, -0.3127], [0.0229, -0.1093, -0.3076], [-0.2776, -0.0683, -0.4884], [0.4521, 0.0676, 0.3571], [-1.3082, -0.8109, 0.2541], [-0.2335, -1.1245, 0.0890], [0.1215, -0.1965, 0.1356], [0.2994, 0.1615, 0.3125], [0.1347, -0.2867, 0.3114], [0.0909, -2.5546, 0.4860], [0.2577, -0.3531, 0.0893], [0.6961, 0.4296, -0.5633], [-0.3457, -0.5960, -0.4360], [0.1823, -0.0404, 0.0664], [-0.4913, 1.3612, -0.9932], [1.4314, 0.8196, -0.6115], [0.1278, -0.2111, -0.1146], [-0.6282, -1.3458, 0.3728], [0.0443, -0.2186, 0.3620], [0.1431, 1.1709, 0.0528], [0.5639, -0.6028, 0.2350], [0.1680, 0.3458, -0.1661], [0.2339, -0.0512, 0.2400], [-0.1054, 0.4306, -0.1458], [-0.0540, 0.1762, -0.1352], [0.0561, -0.3803, -0.0155], [-0.3020, 0.5489, -0.0662], [-0.2350, 0.0274, -0.0688], [-3.9092, 0.9859, -0.7936], [0.3167, 1.1265, -0.1640], [0.3167, -0.0063, 0.3656], [-0.0726, 0.1721, -0.0720], [0.0039, 0.0671, -0.1027], [0.6529, -0.5958, 0.4208], [-0.0027, -0.4785, -0.2661], [-0.5781, 0.0763, -0.3058], [-0.1008, 0.0524, -0.0398], [-0.0720, 0.0841, 0.0252], [-0.0520, 0.1371, 0.3617], [0.0602, -0.0043, -0.3940], [0.9453, 0.5778, 0.0430], [0.5952, -0.2476, -0.9991], [-0.3866, 0.8437, 0.1113], [-0.8404, 0.3892, -0.5345], [0.6225, -1.2454, 0.2519], [-0.1513, 0.1799, -0.3574], [0.0289, -0.3407, -0.2829], [-1.1257, 0.7220, -0.6591], [3.4775, 0.6373, -0.0248], [-0.0488, 0.0860, -0.3671], [-1.1275, 0.8737, -0.5924], [-0.1015, -0.4179, -0.2134], [-0.1126, 0.3144, 0.0923], [-0.0768, -0.0332, -0.1151], [0.0600, 0.0946, -0.0670], [-0.0849, 0.1671, 0.1526], [-0.0761, -0.6624, 3.2669], [-0.9391, 0.1570, 0.9047], [0.8576, 0.7778, -0.7908], [-1.2226, -0.6888, 0.2095]],
  "mulliken_spin": [0.00, 0.00, -0.02, -0.05, 0.00, 0.00, 0.04, -0.04, 0.02, -0.04, 0.04, 0.00, 0.00, 0.00, 0.02, -0.03, 0.00, 0.04, 0.13, 0.00, 0.00, 0.00, 0.00, 0.04, 0.00, 0.00, 0.00, 0.00, 0.00, 0.01, 0.02, 0.00, 0.01, 0.06, 0.00, 0.00, 0.00, 0.00, 0.01, 0.00, 0.02, -0.01, -0.01, 0.00, 0.00, 0.00, 0.00, 0.00, -0.01, 0.00, 0.00, 0.00, 0.02, 0.00, 0.00, 0.08, 0.00, 0.00, 0.00, 0.00, 0.02, 0.03, 0.00, 0.04, -0.01, 0.01, -0.02, 0.00, 0.00, 0.05, 0.05, 0.01, 0.02, 0.00, 0.00, 0.00, 0.00, 2.41, 0.97, 0.03, 0.01]
}